(1)
The following is a quantum chemistry calculation of 2 unconnected molecules or ions with the total composition C2H6O2, from the Open Molecules 2025 dataset.

**LUMO level**: 0.729 eV
**HOMO**: -7.626 eV
**Kohn-Sham gap**: 8.4 eV
**Charge**: 0

Bonds (Å) are listed after each position.
Atoms and positions in Å:
1 O -0.52033 -0.69131 -1.60855  H6 0.972, C8 1.372
2 H -1.24539 -0.56995 0.59564  O10 0.966
3 C 0.48589 0.02407 1.22018  H5 1.129, H9 1.100, O10 1.499
4 H 1.30467 -0.56939 -0.84403  C8 1.053
5 H 0.32183 -0.36232 2.26805  C3 1.129
6 H -1.27851 -0.13411 -1.85236  O1 0.972
7 H 0.41696 1.04791 -0.98863  C8 1.093
8 C 0.39813 -0.03328 -0.83093  O1 1.372, H4 1.053, H7 1.093
9 H 0.99209 0.98636 1.38885  C3 1.100
10 O -0.89058 0.32131 0.70652  H2 0.966, C3 1.499



(2)
The following is a quantum chemistry calculation of a single C2H6O2 molecule, from the Open Molecules 2025 dataset.

**SMILES string**: OCCO
**LUMO level**: 0.848 eV
**HOMO**: -10.233 eV
**Kohn-Sham gap**: 11.1 eV
**Charge**: 0

Bonds (Å) are listed after each position.
Atoms and positions in Å:
1 O -0.91925 1.23034 0.03367  C4 1.432, H6 0.970
2 H 1.12187 -0.55887 1.38501  C5 1.108
3 H -1.51601 -0.69050 0.52141  C4 1.094
4 C -0.72972 -0.18674 -0.04833  O1 1.432, H3 1.094, C5 1.557, H8 1.101
5 C 0.71763 -0.59784 0.35407  H2 1.108, C4 1.557, H9 1.102, O10 1.409
6 H -1.41225 1.55296 -0.73639  O1 0.970
7 H 1.14969 1.11658 -0.07663  O10 0.973
8 H -0.78357 -0.48826 -1.10584  C4 1.101
9 H 0.85027 -1.65601 0.07525  C5 1.102
10 O 1.52136 0.27834 -0.40222  C5 1.409, H7 0.973



What is the least stable structure shown above? It is (1).